DFT (ωB97M-V with the def2-TZVPD basis set) results for a cluster of 2 separate species, C9H9N3O2 in total at a distorted geometry.

```
23
Properties=species:S:1:pos:R:3:forces:R:3
H -0.664859 1.337065 -0.764591 -1.731 -1.403 1.342
H 2.664669 -2.222509 0.435065 0.023 -0.256 -0.224
C -1.323566 -0.770720 -0.447007 1.274 1.609 -2.005
C -2.683570 1.209944 0.099669 -0.036 -3.995 0.520
C 2.075504 1.417173 0.115486 0.936 -0.617 -1.114
H -4.744597 0.449366 0.337594 -1.097 0.309 0.208
C 1.223581 -0.822048 0.390649 2.425 1.328 2.360
H 4.135125 1.514119 -0.488887 0.737 1.071 -0.429
H -4.238259 -1.808630 -0.188737 -1.101 -0.657 0.348
C 3.293367 0.944564 -0.241187 -1.163 -0.828 0.655
O 0.324840 -1.592293 0.569504 2.198 -2.795 3.638
N 2.510476 -1.248278 0.233883 -0.112 -0.593 -0.270
C -1.441550 0.631736 -0.222706 -2.194 2.221 -2.375
H -0.216318 -0.971651 -0.573770 -4.359 -0.062 -3.069
H 0.131230 0.866444 0.506953 -0.415 0.343 0.536
N 1.074437 0.556790 0.476130 1.659 -1.392 -0.050
N -2.230214 -1.727194 -0.342007 -1.109 2.964 0.350
C 3.587714 -0.497779 -0.145034 1.323 1.052 0.362
C -3.457885 -1.108393 -0.078646 1.617 -2.926 -1.187
H -2.733961 2.203658 0.510719 -0.587 0.384 -0.581
C -3.752466 0.174099 0.125108 2.353 3.943 0.703
H 1.762030 2.439679 -0.028766 0.194 0.219 0.380
O 4.704282 -0.975146 -0.279417 -0.837 0.082 -0.099
```
Positions in Å, forces in eV/Å.

Calculated values
* molar mass: 191.2 g mol⁻¹
* energy: -18040.79890 eV
* HOMO energy: -9.0 eV
* strongest force on any atom: 5.33 eV/Å
* LUMO level: 0.28 eV
* energy above the lowest of the compared OMol25 structures with the same formula, charge and spin: 478.12 kJ/mol
* charge: 0


DFT (ωB97M-V with the def2-TZVPD basis set) results for a cluster of 2 separate species, C6H10N4 in total at a distorted geometry.

```
20
Properties=species:S:1:pos:R:3:forces:R:3
C 2.617024 -1.466025 -0.058746 1.532 1.598 0.053
C 4.305196 -0.354945 -1.297998 -2.349 -1.024 3.455
N -6.878423 -0.689768 -1.200847 -2.789 1.535 2.226
H 2.161567 -2.318669 0.343041 -0.859 -1.175 0.317
N 1.194310 1.213363 1.650804 -0.704 -1.184 0.824
C 3.649070 -1.540970 -1.019445 0.620 -1.042 -0.760
H 4.906702 1.440004 -0.187982 -0.279 -0.324 -0.182
C 2.299103 -0.261856 0.552560 -0.358 1.459 -0.040
C 2.140052 1.851406 1.012885 1.857 2.293 -0.550
H -7.394565 -0.492801 -0.191863 1.337 -0.010 -3.299
N 1.293987 -0.083060 1.420219 0.171 0.180 -0.675
H 3.768755 1.489180 -1.526716 0.061 0.863 -0.054
H -5.915002 -0.444688 -1.063268 1.192 -1.251 0.407
H 2.276210 2.940045 1.250531 0.165 -1.225 -0.862
H -7.214700 -1.645143 -1.441858 1.137 0.549 -0.236
H 5.113180 -0.348899 -1.926074 1.926 0.292 -1.595
H -7.079824 0.014853 -1.957634 -0.990 -0.827 0.902
N 2.903748 1.041572 0.241426 -3.588 -3.613 2.726
H 3.942458 -2.601727 -1.429016 -0.543 2.542 0.528
C 3.992142 0.962942 -0.589435 2.463 0.366 -3.184
```
Positions in Å, forces in eV/Å.

Calculated values
* molar mass: 138.2 g mol⁻¹
* energy: -12325.49580 eV
* HOMO energy (spin up / spin down): -16.2 / -16.2 eV
* strongest force on any atom: 5.78 eV/Å
* LUMO level (spin up / spin down): -8.38 / -8.38 eV
* energy above the lowest of the compared OMol25 structures with the same formula, charge and spin: 131.05 kJ/mol
* charge: +2


DFT (ωB97M-V with the def2-TZVPD basis set) results for a structure of composition C37H50IrN4P2.

```
94
Properties=species:S:1:pos:R:3:forces:R:3
H 5.627612 0.208082 -3.144079 0.019 0.027 -0.007
H -3.372346 -1.413364 2.509982 0.047 0.001 0.012
C -3.024210 -4.760497 2.332401 -0.013 -0.016 -0.003
C 1.488492 2.366183 -3.680527 0.007 -0.044 -0.027
H 3.564535 -0.549536 2.066318 0.003 0.026 -0.002
H -1.536441 -0.701287 3.189643 0.089 0.014 0.037
C 2.407467 -1.782324 -2.443464 0.041 0.090 -0.150
C 2.388447 -0.383157 -2.316787 -0.007 -0.120 0.039
C -0.563216 -0.309108 3.486942 -0.119 0.220 -0.174
C -3.027490 1.581572 -0.032240 0.102 0.026 -0.192
C -1.786894 -0.346780 -2.703717 0.156 -0.013 0.059
H -1.689243 1.309212 1.635167 -0.001 0.056 0.097
C 3.485605 -0.445817 0.979851 -0.066 0.114 -0.185
H -4.008561 3.472436 -0.281682 0.003 0.021 -0.003
H -2.085647 0.652118 -2.369381 -0.032 -0.062 0.004
H -3.327054 -5.657164 2.855172 0.007 -0.019 0.012
P -1.739816 -0.938916 0.054579 -0.032 -0.289 0.079
H 1.624894 3.094045 -0.019644 0.010 -0.017 0.021
C -1.918556 -3.702999 0.477557 -0.023 0.026 -0.046
H -2.026063 -5.820822 0.757688 0.003 -0.030 -0.014
C -3.398513 -3.513551 2.815098 0.025 -0.007 -0.051
H 1.900524 3.823321 -5.188061 0.015 0.003 -0.025
H 0.364153 -2.940997 0.596737 0.012 -0.085 0.027
H -0.534235 2.822538 -1.036594 -0.020 0.052 0.037
H -0.009734 -1.436609 -3.179053 0.057 -0.023 0.015
H 0.953424 -2.663569 3.588111 0.035 -0.084 -0.054
C 3.564524 -2.450785 -2.814612 0.002 0.019 0.023
H 2.413104 -1.341619 -0.484860 0.153 -0.044 0.216
H 0.456749 1.572778 3.611177 0.037 -0.029 0.016
H 3.554753 -3.526679 -2.922691 -0.007 -0.024 -0.007
C -4.437319 -0.288932 0.475206 0.098 0.089 0.005
P 0.812560 0.401228 -1.794476 -0.211 0.500 -0.031
C -4.130191 2.425275 -0.040142 0.006 -0.066 -0.001
H 2.851263 3.378497 1.212603 -0.052 0.039 0.044
C 0.020673 3.064061 -1.925702 -0.096 0.044 0.099
C -0.108650 4.313433 -2.512401 -0.011 0.032 -0.012
H -3.204151 -1.574219 -1.646919 0.036 -0.101 0.107
H -2.367702 -0.537645 -3.606850 0.091 -0.045 -0.025
H 1.514888 -2.366647 -2.253341 -0.045 -0.030 -0.010
H 0.813539 4.586948 1.836253 0.045 -0.012 -0.093
C -2.253768 -2.438663 0.966650 -0.199 0.052 -0.018
H 3.005657 -2.535158 2.004668 -0.002 -0.089 0.015
H 2.133946 1.288891 2.214439 0.138 0.187 0.013
C -2.123734 -1.414147 -1.667436 -0.091 0.090 -0.113
H -6.521899 0.139875 0.643270 -0.008 -0.015 -0.003
H -4.001701 -3.433549 3.708709 -0.011 -0.001 0.024
C -3.147817 0.223422 0.260443 -0.132 -0.090 0.139
C -0.563998 2.985608 1.670723 0.146 -0.083 0.111
C 3.327671 1.002818 0.614199 -0.167 -0.091 0.016
H -2.066318 1.975662 -0.336085 -0.040 -0.019 0.075
C 4.725946 -1.733939 -3.066902 0.032 -0.017 -0.016
C 0.416491 -2.402850 2.672350 0.034 0.053 -0.033
C 1.004768 -3.105734 1.462004 -0.038 0.174 -0.032
C -2.292324 -4.852426 1.157240 -0.021 0.028 0.033
H 1.360289 -0.606098 2.919717 -0.042 -0.115 0.195
H -0.621010 -2.694135 2.805839 0.007 -0.027 0.009
C 2.377300 -2.598702 1.114616 -0.047 0.137 0.103
N 2.294604 -1.219391 0.521953 -0.332 -0.169 -0.362
C 0.588688 4.598181 -3.675584 0.019 -0.042 -0.009
H -0.050909 0.140165 -3.935549 -0.082 -0.055 -0.008
C -0.301733 -0.401675 -3.020620 -0.108 0.063 0.020
C 0.831666 2.085794 -2.475793 0.231 -0.113 -0.200
N 2.045013 1.441681 1.208902 0.092 -0.101 0.148
N -0.706919 1.500904 1.841968 -0.255 0.155 -0.331
H 1.017206 -4.179512 1.645512 0.038 -0.017 0.088
C -5.387631 1.911569 0.232723 0.007 0.037 -0.009
C 3.572854 0.317597 -2.557283 -0.074 -0.003 -0.105
Ir 0.424610 0.057116 0.636423 0.642 -0.077 0.344
H -1.362636 -3.818918 -0.443470 0.007 0.015 -0.025
C -3.023535 -2.366982 2.133880 0.116 0.075 0.097
H -0.828352 3.237599 0.653756 -0.079 0.022 -0.016
H -0.391885 -0.603546 4.523929 0.083 0.064 -0.002
H 2.895430 -3.249809 0.408719 -0.071 0.017 -0.037
H -1.667874 -2.373185 -1.911223 0.107 0.049 -0.122
N 0.445754 -0.896208 2.576682 -0.002 0.028 0.019
H -1.302336 3.461017 2.321238 0.075 -0.005 0.053
H 0.501930 5.571823 -4.136604 -0.003 0.026 -0.013
H 3.599584 1.397757 -2.488839 -0.010 0.006 0.004
C -5.537087 0.551823 0.470298 -0.019 0.008 -0.005
H -0.757127 5.058455 -2.071578 -0.003 0.016 0.014
C -0.506965 1.182972 3.290469 -0.138 -0.226 -0.041
H 4.390965 -0.884947 0.554888 -0.024 0.029 -0.022
C 1.878286 2.918674 1.025413 -0.043 -0.080 -0.057
C 0.835184 3.502965 1.958966 -0.060 -0.087 -0.139
H 2.070674 1.608514 -4.185721 0.036 -0.022 -0.008
H 4.162496 1.609116 0.971300 -0.024 -0.056 0.123
H -6.252983 2.559442 0.230794 -0.015 0.017 0.004
H -4.597596 -1.345135 0.630568 -0.016 0.001 -0.024
H -1.267330 1.703303 3.875589 -0.016 -0.045 0.011
H 1.131321 3.348689 2.997481 -0.013 0.025 0.048
H 5.624651 -2.249821 -3.375228 0.021 -0.009 -0.003
C 1.379908 3.617231 -4.263662 -0.063 0.016 0.054
C 4.726848 -0.352692 -2.936933 0.002 -0.026 0.000
H 3.254551 1.139857 -0.461069 0.049 0.050 0.156
```
Positions in Å, forces in eV/Å.

Calculated values
* molar mass: 805.0 g mol⁻¹
* energy: -66536.31999 eV
* HOMO energy: -16.9 eV
* strongest force on any atom: 0.73 eV/Å
* LUMO level: -8.52 eV
* energy above the lowest of the compared OMol25 structures with the same formula, charge and spin: 10.68 kJ/mol
* charge: +3


The highest molar mass belongs to which entry?
C37H50IrN4P2